[1]
The following is a DFT calculation (ωB97M-V with the def2-TZVPD basis set) of C41H43Cl3NO2ReSiTe as an isolated structure in a non-equilibrium geometry.

Results
HOMO-LUMO gap (alpha / beta), eV: 5.083 / 5.080
Charge: -2
E_HOMO (alpha / beta), Eh: -0.0442 / -0.0441

Positions of all 93 atoms, in Å:
Re  -0.77897  0.11255  2.03761
Cl  -8.52337  -1.10385  1.03001
C  -6.92847  -0.49935  1.36611
C  -5.85687  -1.37285  1.38101
C  -4.59817  -0.89355  1.67331
Cl  -3.28397  -2.01515  1.60881
C  -4.32077  0.46985  2.01521
O  -3.21697  0.93365  2.41201
C  -5.48257  1.29635  1.90431
Cl  -5.24677  2.98325  2.17451
C  -6.74967  0.85085  1.60781
H  -5.98867  -2.42335  1.17521
H  -7.58657  1.53235  1.57211
C  0.10043  -1.45365  5.31051
Si  -1.26967  -0.49525  4.33121
C  -1.35677  1.16765  5.32591
C  -2.87237  -1.36945  4.98601
H  -0.06457  -1.33535  6.37961
H  1.09393  -1.07565  5.08611
H  0.09323  -2.51625  5.08581
H  -1.47027  0.98575  6.39651
H  -2.19807  1.77095  4.98851
H  -0.45117  1.75145  5.17721
H  -2.87817  -1.33085  6.07451
H  -2.94007  -2.41155  4.68741
H  -3.76447  -0.86235  4.63111
C  4.01803  -3.70365  -6.21719
C  3.48293  -3.06055  -4.96549
C  3.97633  -1.85425  -4.49309
C  3.46833  -1.26745  -3.34089
C  4.05633  0.02775  -2.86819
C  2.43193  -1.86535  -2.61319
Te  1.76583  -1.02005  -0.62369
N  1.15033  -0.19795  1.67311
C  1.75733  0.41875  2.66091
O  1.15763  1.31625  3.33051
C  3.17503  0.12745  3.02341
C  3.62583  0.55005  4.27371
C  4.94803  0.39465  4.63781
C  5.85143  -0.15625  3.74191
C  5.41293  -0.58475  2.49851
C  4.08263  -0.46335  2.14931
C  1.09613  0.80115  -1.50089
C  0.13983  0.77385  -2.51419
C  -0.37807  -0.51215  -3.07079
C  -0.36807  1.96555  -3.01109
C  0.02353  3.19095  -2.49969
C  -0.58217  4.47385  -2.99519
C  0.97993  3.20115  -1.50019
C  1.53083  2.02755  -1.00299
C  2.54313  2.14115  0.08741
C  1.94973  -3.09075  -3.08669
C  0.84183  -3.83515  -2.39619
C  2.46503  -3.66355  -4.24399
H  4.85823  -3.13835  -6.61629
H  3.24223  -3.75795  -6.98299
H  4.35413  -4.72085  -6.01349
H  4.78203  -1.36445  -5.03239
H  4.90903  0.32275  -3.47859
H  4.37093  -0.07775  -1.82819
H  3.30793  0.81755  -2.89929
H  2.91143  1.00425  4.94621
H  5.28723  0.72075  5.61401
H  6.89533  -0.24935  4.01351
H  6.12283  -1.00275  1.79361
H  3.73463  -0.81975  1.18791
H  -0.59047  -1.19275  -2.24719
H  0.36513  -0.97815  -3.71799
H  -1.28807  -0.34665  -3.64249
H  -1.11867  1.93395  -3.78969
H  -1.42877  4.27025  -3.64769
H  0.15203  5.06705  -3.54519
H  -0.92997  5.07045  -2.15319
H  1.29513  4.14575  -1.07519
H  3.07493  3.09125  0.03941
H  3.25863  1.32125  0.05211
H  2.02923  2.08585  1.04371
H  0.54833  -3.31815  -1.48619
H  1.16373  -4.84515  -2.14339
H  -0.02547  -3.91315  -3.05149
H  2.06213  -4.61015  -4.59049
C  -1.43407  0.39535  0.32021
C  -2.39157  0.80355  -0.62129
C  -3.24287  -0.06445  -1.32779
C  -4.29857  0.43705  -2.05909
C  -4.52167  1.80335  -2.14549
C  -3.66837  2.67735  -1.48199
C  -2.62307  2.19185  -0.73539
H  -3.07777  -1.12895  -1.24699
H  -4.97377  -0.24715  -2.55879
H  -5.36677  2.18455  -2.70519
H  -3.83687  3.74595  -1.55309
H  -1.97157  2.85465  -0.18589

***

[2]
The following is a DFT calculation (ωB97M-V with the def2-TZVPD basis set) of a 2-piece molecular cluster, C7H10 overall in a non-equilibrium geometry.

Results
HOMO-LUMO gap, eV: 9.026
Relative energy (zero: lowest compared OMol25 entry of this formula, charge and spin), kJ/mol: 555.7
E_HOMO, Eh: -0.3059

Positions of all 17 atoms, in Å:
C  2.11196  1.36944  1.03228
C  1.04035  0.85395  0.80591
C  0.13306  -0.94137  -2.32943
C  0.66999  -0.96942  -1.18102
C  -0.54337  -0.68911  1.66118
C  -1.34431  1.01621  -0.14656
C  -0.19466  0.25272  0.52490
H  3.13662  1.34813  1.05546
H  0.69245  -1.38466  -3.17454
H  -0.72064  -0.42781  -2.50201
H  1.49154  -1.65540  -0.80901
H  -1.47078  -1.17458  1.54422
H  0.32800  -1.31154  1.83200
H  -0.68378  -0.19330  2.61353
H  -1.92145  1.65260  0.59374
H  -0.84359  1.85249  -0.69395
H  -1.88141  0.40165  -0.82671

***

[3]
The following is a DFT calculation (ωB97M-V with the def2-TZVPD basis set) of C21H31O4Re as an isolated structure in a non-equilibrium geometry.

Results
HOMO-LUMO gap (alpha / beta), eV: 6.773 / 6.750
Relative energy (zero: lowest compared OMol25 entry of this formula, charge and spin), kJ/mol: 223.6
<S²>: 3.769
2S+1: 4
Charge: +1
E_HOMO (alpha / beta), Eh: -0.3494 / -0.4379

Positions of all 57 atoms, in Å:
O  -0.01200  1.74506  -0.47331
C  0.01259  2.21514  -1.94614
C  -1.10234  3.19562  -1.67731
H  -0.25460  1.44209  -2.67818
H  0.99811  2.67301  -2.13744
C  -0.70749  3.01324  -0.20547
H  -2.07987  2.73202  -1.88245
H  -1.05531  4.21192  -2.07159
C  -1.92053  2.95548  0.67001
H  -2.66957  2.28703  0.23399
H  -2.35761  3.96212  0.66553
H  -1.64974  2.70171  1.69999
C  0.33190  3.99985  0.28830
H  1.15610  4.06142  -0.43249
H  0.70555  3.67113  1.26567
H  -0.11490  4.99087  0.40054
Re  1.27167  -0.56088  0.88539
C  3.43088  -0.83708  0.94423
C  2.83946  -1.60763  -0.11144
C  2.23922  -0.67961  -1.03569
H  2.93636  -2.68163  -0.25877
C  2.36366  0.64254  -0.47442
C  3.06735  0.54675  0.76376
H  3.33169  1.38802  1.40391
H  4.06579  -1.24361  1.72828
H  1.82758  -0.94919  -2.00153
H  2.07895  1.55824  -0.95329
C  1.18299  -1.37373  3.11984
C  1.57859  -0.00546  3.00822
C  0.47814  0.74053  2.43794
H  2.50204  0.43299  3.37644
C  -0.61020  -0.19171  2.24457
C  -0.18731  -1.48175  2.69630
H  -0.85562  -2.32592  2.85471
H  1.76521  -2.18705  3.54637
H  0.42027  1.80845  2.32711
H  -1.59804  0.03811  1.84890
O  -2.98097  0.46717  -1.57099
C  -2.04212  -0.16731  -0.69139
C  -1.04611  -0.92349  -1.57753
H  -2.53521  -0.87400  0.00432
H  -1.55740  0.58612  -0.06436
C  -1.82233  -1.24985  -2.85189
H  -0.61924  -1.78131  -1.06375
H  -0.22820  -0.24355  -1.82269
C  -3.15564  -0.52257  -2.63097
H  -1.94390  -2.32827  -2.95151
H  -1.28680  -0.89941  -3.72955
H  -3.89085  -1.26428  -2.26304
H  -3.55553  -0.05345  -3.53573
C  0.76107  -5.18785  0.65767
O  1.15415  -3.82886  1.03559
C  0.21491  -2.91468  0.79320
O  -0.92125  -3.23581  0.48332
H  1.66298  -5.78761  0.81457
H  0.45595  -5.18043  -0.40401
H  -0.07247  -5.49866  1.29826